{"formula": "C88H110N22", "method": "ωB97M-V with the def2-TZVPD basis set", "de_lowest_ev": 1.0460, "spin_multiplicity": 1, "lumo_ev": 0.44, "homo_energy_ev": -8.0, "symbols": ["N", "C", "C", "C", "C", "H", "H", "H", "H", "H", "N", "C", "C", "C", "C", "H", "H", "H", "H", "H", "N", "C", "C", "C", "C", "H", "H", "H", "H", "H", "N", "C", "C", "C", "C", "H", "H", "H", "H", "H", "N", "C", "C", "C", "C", "H", "H", "H", "H", "H", "N", "C", "C", "C", "C", "H", "H", "H", "H", "H", "N", "C", "C", "C", "C", "H", "H", "H", "H", "H", "N", "C", "C", "C", "C", "H", "H", "H", "H", "H", "N", "C", "C", "C", "C", "H", "H", "H", "H", "H", "N", "C", "C", "C", "C", "H", "H", "H", "H", "H", "N", "C", "C", "C", "C", "H", "H", "H", "H", "H", "N", "C", "C", "C", "C", "H", "H", "H", "H", "H", "N", "C", "C", "C", "C", "H", "H", "H", "H", "H", "N", "C", "C", "C", "C", "H", "H", "H", "H", "H", "N", "C", "C", "C", "C", "H", "H", "H", "H", "H", "N", "C", "C", "C", "C", "H", "H", "H", "H", "H", "N", "C", "C", "C", "C", "H", "H", "H", "H", "H", "N", "C", "C", "C", "C", "H", "H", "H", "H", "H", "N", "C", "C", "C", "C", "H", "H", "H", "H", "H", "N", "C", "C", "C", "C", "H", "H", "H", "H", "H", "N", "C", "C", "C", "C", "H", "H", "H", "H", "H", "N", "C", "C", "C", "C", "H", "H", "H", "H", "H"], "coordinates": [[-7.67277, 22.20491, 12.83228], [-6.54156, 22.25258, 12.06245], [-6.75005, 23.01622, 10.96783], [-8.12200, 23.38421, 11.01766], [-8.64053, 22.95167, 12.21332], [-7.62539, 21.91854, 13.75659], [-5.59907, 21.98044, 12.57921], [-5.91440, 23.32601, 10.34016], [-8.59860, 23.91128, 10.24305], [-9.63283, 22.95790, 12.61633], [-11.61384, 19.70408, 13.45590], [-10.54511, 19.44225, 12.70165], [-10.22694, 18.13136, 12.81845], [-11.11822, 17.59655, 13.82574], [-11.97086, 18.60986, 14.14411], [-11.97166, 20.63891, 13.61323], [-10.15142, 20.28041, 12.10250], [-9.43086, 17.57054, 12.34469], [-11.26333, 16.51145, 14.08400], [-12.79460, 18.65396, 14.81021], [-13.70465, 26.84165, 10.83711], [-13.00849, 25.74487, 10.45560], [-11.65370, 25.99218, 10.74542], [-11.58789, 27.29397, 11.24856], [-12.86488, 27.77315, 11.33266], [-14.69016, 26.96732, 10.68717], [-13.48131, 24.79924, 10.26152], [-10.89497, 25.30369, 10.52188], [-10.68470, 27.79323, 11.55574], [-13.20887, 28.82017, 11.54815], [-16.07568, 26.86961, 13.39163], [-15.72797, 25.70768, 12.81203], [-16.79627, 25.29589, 11.98659], [-17.83004, 26.18043, 12.24241], [-17.37182, 27.19772, 13.10424], [-15.48520, 27.49553, 13.94994], [-14.71168, 25.39144, 12.87852], [-16.70495, 24.37069, 11.43393], [-18.87139, 26.14391, 12.02014], [-17.84786, 28.06772, 13.56078], [-20.55262, 19.63375, 9.86428], [-19.71073, 18.53412, 9.72584], [-20.18352, 17.81916, 8.65277], [-21.31864, 18.50294, 8.09554], [-21.53623, 19.59397, 8.94826], [-20.40115, 20.44807, 10.47624], [-18.88807, 18.44043, 10.44083], [-19.78643, 16.86928, 8.31738], [-21.97333, 18.17309, 7.28839], [-22.25617, 20.35056, 8.90932], [-22.56005, 18.86580, 14.89695], [-22.38346, 17.70950, 14.20958], [-22.38484, 18.04264, 12.85453], [-22.44824, 19.46524, 12.77538], [-22.59260, 19.89579, 14.07291], [-22.59610, 19.01433, 15.92051], [-22.31667, 16.73463, 14.66758], [-22.44005, 17.37887, 12.02445], [-22.63105, 20.08330, 11.84757], [-22.88183, 20.87069, 14.34332], [-17.63411, 23.81401, 15.08146], [-18.80734, 23.32078, 15.59267], [-18.47694, 22.27759, 16.46433], [-17.07458, 22.08027, 16.33087], [-16.60658, 23.05734, 15.50116], [-17.61536, 24.48362, 14.35298], [-19.71177, 23.97093, 15.50198], [-19.24730, 21.78234, 17.05315], [-16.44041, 21.24928, 16.66807], [-15.61631, 23.20792, 15.10137], [-13.10599, 28.77101, 15.81292], [-14.43698, 28.99824, 15.90011], [-14.77904, 30.05916, 15.15850], [-13.55319, 30.47694, 14.45938], [-12.53835, 29.69598, 14.99590], [-12.65041, 28.13934, 16.43648], [-14.97896, 28.23051, 16.50137], [-15.86915, 30.32790, 15.00965], [-13.56789, 31.24303, 13.72163], [-11.49042, 29.66463, 14.74980], [-18.78350, 21.17216, 22.54015], [-18.95170, 21.34377, 21.21132], [-19.53786, 22.55364, 20.99249], [-19.60795, 23.21544, 22.22446], [-19.12599, 22.33568, 23.18557], [-18.15020, 20.51358, 22.94769], [-18.62876, 20.63542, 20.48241], [-19.91145, 22.96798, 20.06998], [-20.04557, 24.19728, 22.41901], [-18.83994, 22.46129, 24.23787], [-17.94079, 20.45028, 7.43888], [-18.27320, 21.70644, 7.01681], [-17.16073, 22.44627, 6.94022], [-16.04866, 21.66124, 7.29887], [-16.55423, 20.34315, 7.53514], [-18.67478, 19.70788, 7.53478], [-19.32737, 21.98820, 6.85478], [-17.16634, 23.48915, 6.52243], [-15.08417, 22.06189, 7.32327], [-16.10484, 19.39155, 7.85629], [-11.56563, 26.32058, 15.23380], [-12.65789, 25.95739, 14.54985], [-13.55738, 25.38014, 15.42308], [-12.96332, 25.38235, 16.70445], [-11.74104, 25.93935, 16.54300], [-10.75027, 26.72544, 14.82019], [-12.71451, 26.09338, 13.47533], [-14.38374, 24.72749, 15.20103], [-13.38690, 24.94243, 17.57246], [-11.00678, 26.08574, 17.33150], [-13.57406, 18.27529, 11.17275], [-14.26650, 19.04307, 10.25435], [-15.60392, 19.01830, 10.56681], [-15.76947, 18.21055, 11.78068], [-14.51915, 17.77705, 12.10195], [-12.61956, 18.07404, 11.14729], [-13.68977, 19.54737, 9.51911], [-16.32156, 19.59044, 10.00593], [-16.66449, 17.96360, 12.34637], [-14.19482, 17.27904, 12.96676], [-10.03363, 19.60942, 8.30145], [-10.05117, 19.90250, 6.97380], [-10.86865, 20.97947, 6.78248], [-11.42542, 21.28079, 8.04516], [-10.82029, 20.50373, 8.99511], [-9.28264, 19.05232, 8.61346], [-9.56301, 19.35258, 6.20390], [-11.11036, 21.56466, 5.87633], [-12.15886, 21.98629, 8.24234], [-10.86750, 20.47472, 10.05321], [-15.74568, 26.18084, 18.04539], [-15.31828, 26.48164, 19.33078], [-16.29676, 26.06368, 20.23783], [-17.32674, 25.45593, 19.44988], [-16.96462, 25.52083, 18.12758], [-15.05784, 26.25102, 17.31217], [-14.32907, 26.91290, 19.49833], [-16.19899, 25.99539, 21.26693], [-18.17046, 24.93383, 19.94511], [-17.41453, 25.17979, 17.20560], [-7.94915, 25.89518, 13.77919], [-8.28546, 27.03297, 13.13819], [-8.30087, 28.07774, 14.08837], [-8.00590, 27.48977, 15.32641], [-7.81186, 26.15402, 15.11696], [-7.95899, 24.90506, 13.45292], [-8.59767, 27.02599, 12.12210], [-8.61782, 29.13824, 13.94090], [-8.08792, 28.00465, 16.26760], [-7.74304, 25.30778, 15.85227], [-17.43343, 18.18317, 15.21094], [-18.34209, 19.06259, 14.69054], [-19.03029, 18.37251, 13.76887], [-18.66637, 17.00841, 13.77691], [-17.71420, 16.88727, 14.69979], [-16.97795, 18.22460, 16.15324], [-18.40908, 20.05495, 15.07692], [-19.73813, 18.79435, 13.05579], [-19.04512, 16.22831, 13.12680], [-17.18304, 16.00988, 15.02336], [-15.36979, 22.88756, 19.70840], [-14.86013, 22.38762, 20.87397], [-13.51312, 22.25316, 20.65363], [-13.18502, 22.66908, 19.32721], [-14.35190, 23.08712, 18.79725], [-16.31429, 23.10256, 19.48495], [-15.49032, 22.08082, 21.69765], [-12.81960, 21.91962, 21.39035], [-12.22393, 22.70735, 18.77332], [-14.70668, 23.36913, 17.83664], [-13.90988, 19.82773, 18.10393], [-12.84895, 19.10286, 17.73840], [-13.19374, 17.76580, 17.69211], [-14.58041, 17.73606, 18.07966], [-14.95209, 18.96857, 18.39110], [-14.03146, 20.78647, 18.40305], [-11.93885, 19.64860, 17.50992], [-12.53422, 16.95148, 17.35435], [-15.10943, 16.78882, 18.15350], [-15.86991, 19.33253, 18.83777], [-20.38633, 17.50234, 18.91753], [-20.12467, 18.10641, 17.76095], [-20.46912, 19.44462, 17.87674], [-21.05105, 19.59164, 19.16290], [-20.95172, 18.35498, 19.80037], [-20.28966, 16.50776, 19.02055], [-19.71388, 17.51433, 16.89311], [-20.33285, 20.21554, 17.15303], [-21.42672, 20.45511, 19.65107], [-21.34844, 18.11885, 20.78167], [-8.43769, 20.17478, 14.86100], [-7.08915, 20.29471, 15.15770], [-6.98273, 21.29556, 16.08710], [-8.28276, 21.80985, 16.34959], [-9.13677, 21.09026, 15.56338], [-8.87617, 19.66687, 14.12112], [-6.37330, 19.59519, 14.72306], [-6.05975, 21.67511, 16.47614], [-8.65283, 22.48339, 17.05610], [-10.23236, 21.13535, 15.45265], [-19.00572, 22.22424, 12.25335], [-17.94324, 21.65154, 11.53593], [-18.00263, 22.17808, 10.24962], [-19.20159, 22.97654, 10.15775], [-19.67841, 23.09182, 11.42733], [-19.18606, 22.11981, 13.25560], [-17.19740, 20.97776, 11.96526], [-17.36692, 22.10734, 9.33805], [-19.49586, 23.54828, 9.27793], [-20.44347, 23.70843, 11.81451], [-14.47784, 20.85284, 13.06614], [-13.90437, 21.77512, 12.22827], [-13.09214, 22.62256, 13.00145], [-13.21872, 22.17552, 14.33992], [-14.05599, 21.09130, 14.36345], [-15.23523, 20.29646, 12.79517], [-14.21399, 21.90372, 11.20085], [-12.54538, 23.50496, 12.66428], [-12.71468, 22.68499, 15.14924], [-14.37575, 20.38030, 15.21974]], "forces_ev_per_a": [[0.5, 1.1, -2.3], [1.5, -0.2, 2.3], [0.3, -0.1, -0.3], [0.6, 0.3, 0.2], [-0.1, -0.7, -0.3], [-0.3, -0.6, 1.9], [-0.7, -0.1, -0.8], [-0.7, -0.1, -0.3], [-0.8, 0.6, -0.6], [-0.4, 0.2, 0.0], [-0.2, 1.0, 0.6], [0.8, 1.6, -1.9], [0.3, -1.5, 0.9], [-0.1, -1.6, -0.9], [-0.2, -0.4, 0.6], [-0.2, -0.2, -0.1], [0.1, -0.8, 0.3], [-0.1, 0.3, -0.1], [0.4, 1.5, -0.1], [-0.5, -0.1, 0.5], [-0.5, -0.1, -0.3], [1.5, -0.4, 0.8], [-2.3, -0.2, -0.7], [0.7, 0.1, 0.5], [-0.3, 2.5, 0.0], [-0.1, 0.0, 0.2], [-0.2, 0.0, -0.4], [1.0, -0.7, 0.0], [-0.1, 0.2, 0.0], [0.3, -1.4, 0.0], [-0.2, 1.5, 1.1], [-0.4, 0.1, -1.4], [2.1, -0.9, 1.4], [-1.0, 2.0, 1.2], [0.1, -1.1, -0.6], [-0.1, -0.7, -0.3], [0.2, -0.5, 0.0], [-0.6, 0.1, -0.2], [-0.4, -0.3, -0.7], [0.1, -0.5, -0.3], [0.8, 0.1, 0.9], [-0.4, 1.2, 0.4], [0.0, -0.3, -0.4], [-0.1, 0.3, 1.4], [0.8, -1.4, -1.5], [0.1, -0.9, -0.4], [-0.3, -0.3, -0.6], [0.0, 0.2, 0.0], [0.4, 0.2, 0.3], [-0.9, 0.9, -0.1], [0.2, -0.5, 2.8], [-0.3, -0.4, -1.4], [0.1, 0.5, 1.0], [-1.0, 0.0, -1.0], [0.0, 1.3, -2.2], [0.2, -0.6, -1.1], [0.0, 0.2, 0.1], [0.3, -0.5, -0.3], [0.5, -0.9, 1.4], [0.0, 0.9, 0.7], [-1.0, -0.5, 0.3], [-0.4, 0.9, 1.1], [-0.9, 0.6, -0.9], [0.2, -0.8, 0.5], [0.9, -0.1, -0.6], [0.3, 0.8, -0.7], [0.8, -1.1, 0.0], [0.7, 0.0, -0.1], [-0.5, 0.5, 0.2], [-0.1, -0.2, 0.0], [0.1, 0.7, 0.1], [-0.4, -2.4, 1.9], [-1.1, 0.7, -2.0], [-1.2, -0.8, 1.8], [-0.4, 0.5, -1.2], [0.5, -0.3, 0.0], [0.0, 1.3, -0.5], [1.7, 0.1, 0.0], [0.5, 0.4, -0.3], [0.1, 0.1, 0.1], [0.7, 0.7, 0.5], [-0.2, -0.3, -1.0], [-0.1, 0.4, -0.5], [-0.3, 0.1, 1.7], [0.2, 0.6, 0.2], [0.0, -0.3, 0.0], [-0.1, -0.6, -0.1], [0.2, -0.2, -0.2], [0.3, -0.4, -0.1], [-0.6, 0.0, -0.6], [-0.3, -0.9, -0.5], [-2.1, -0.8, 0.3], [0.7, 2.5, -1.1], [-1.8, -2.4, -0.1], [-0.2, 1.5, 0.4], [1.4, 0.8, 0.1], [0.8, -0.3, 0.1], [0.2, -1.2, 0.8], [1.4, -0.1, 0.1], [-0.2, 0.8, -0.3], [0.1, -0.5, 1.0], [-1.2, -0.5, -1.0], [0.1, -0.6, -0.3], [-0.1, 0.0, -0.9], [1.5, 0.8, 1.2], [0.5, 0.2, 0.0], [0.1, 0.1, 0.2], [-0.4, 0.6, -0.4], [0.1, -0.1, 0.6], [0.1, 0.2, -0.5], [-3.7, 0.1, 0.8], [0.2, -0.9, 1.1], [0.2, -0.2, 0.7], [0.4, 0.6, -1.3], [1.1, 0.9, -1.3], [1.5, -0.2, 0.2], [0.0, 0.3, -0.7], [-0.3, -0.1, 0.2], [0.1, 0.2, -0.3], [0.4, -0.8, 0.7], [0.1, 0.2, -0.5], [-0.5, 0.9, -0.7], [-0.9, 0.5, -0.5], [1.1, -0.3, 0.4], [0.1, -0.7, -1.1], [0.4, -0.6, 1.0], [0.6, -0.4, 0.0], [0.3, -0.9, 0.5], [-1.1, 1.3, 0.3], [-0.2, 0.0, 0.6], [0.1, 0.1, 1.9], [-0.7, -0.3, 0.5], [0.9, -0.1, -3.2], [-0.3, -0.4, 1.0], [0.6, 0.3, -0.6], [-0.6, -0.2, -0.5], [-0.5, -0.1, -0.1], [0.1, 0.3, 1.7], [0.4, 0.5, -0.9], [-0.2, -0.1, 0.3], [-0.1, -1.7, 0.9], [-0.2, 1.5, 0.7], [-0.8, 0.1, -1.5], [-0.4, 0.2, 0.5], [0.0, -1.5, 1.2], [0.0, 1.5, -0.2], [0.2, 0.0, -0.6], [0.5, -1.2, -0.1], [0.3, -0.1, 0.2], [0.3, 1.1, -1.0], [0.7, -2.3, 2.1], [0.9, -0.3, 0.6], [-2.0, 0.6, -2.1], [-0.7, -0.1, -1.0], [1.5, 1.0, 1.3], [-0.6, 0.4, -1.4], [0.0, 0.5, -0.2], [0.0, 0.0, 0.4], [0.0, 0.2, 0.2], [0.3, 0.1, 0.1], [0.9, -0.2, -0.2], [0.2, 0.0, -0.9], [0.6, -0.2, 0.5], [1.1, 0.2, 0.1], [-2.3, -0.3, 0.1], [-0.7, 0.2, 0.1], [0.2, 0.3, -0.1], [0.3, -0.3, 0.3], [-0.7, -0.1, 0.8], [0.3, 0.4, -0.7], [-2.4, 0.0, 1.2], [1.5, -0.1, -0.6], [0.1, 0.6, -0.4], [1.4, -3.2, -0.4], [-1.0, 2.0, 0.1], [0.9, 0.2, -0.2], [0.0, -0.5, 0.0], [-0.6, 0.5, 0.3], [-0.2, 0.5, 0.2], [0.1, 0.0, -0.2], [-0.2, -1.5, 0.8], [1.0, 0.4, -2.6], [-0.4, -0.6, 0.4], [0.7, -1.4, 0.4], [-0.9, 1.7, 0.1], [0.0, 0.0, 0.3], [-0.4, 0.9, 1.1], [-0.1, 0.0, -0.4], [-0.2, 0.6, 0.1], [0.4, -0.4, -0.3], [0.7, 0.1, 0.4], [-0.7, -0.7, -0.3], [0.3, 0.4, 0.1], [0.1, -1.1, -0.9], [-1.3, 0.0, -0.1], [0.1, -0.7, -0.3], [-0.2, 0.5, 0.2], [0.2, -0.1, 0.3], [0.1, 1.2, 0.9], [0.8, 0.0, 0.1], [0.9, -0.2, -0.1], [-0.1, 0.8, -0.6], [-0.6, -0.3, -0.7], [1.4, 0.5, 0.1], [-0.3, -1.0, 0.2], [0.2, 0.0, -0.7], [-0.6, 0.3, 0.0], [-0.3, -0.6, 1.3], [0.0, -0.2, 0.4], [-0.8, 0.3, 0.3], [1.6, 2.0, 0.8], [0.3, 1.1, 0.8], [-0.9, -0.6, -0.9], [0.5, 0.5, 0.2], [-1.2, -1.6, 1.0], [-0.9, -1.4, -0.4], [0.1, -0.4, 0.1], [-0.2, -0.4, 0.0], [-0.1, -0.4, 0.3], [0.6, 1.5, -1.6]]}